Entry 1:
Molecular formula: C4H14N2O
Method: DFT, the ωB97M-V functional and the def2-TZVPD basis

Structure (SMILES) ... CN(C)CCN.O

The geometry in ORCA input format:
```
! wB97M-V def2-TZVPD RIJCOSX def2/J DEFGRID3
* xyz 0 1
H 2.453 -0.125 -0.198
H -0.003 1.832 -0.692
N -0.248 -0.164 -1.422
H -2.559 -0.323 2.322
C 0.058 1.235 -1.610
H -0.304 -0.859 0.607
H -1.886 -1.294 -0.884
H 2.467 -1.313 1.814
O -1.669 -0.133 2.581
H -2.251 0.409 -0.728
H 1.056 1.487 -1.965
C 1.554 0.024 0.419
N 1.845 -0.531 1.730
H 0.647 -1.716 -0.546
C -1.675 -0.320 -1.322
C 0.396 -0.710 -0.212
H -0.568 1.601 -2.397
H 2.204 0.160 2.365
H 1.525 1.107 0.505
H -0.946 -0.160 1.955
H -2.096 -0.206 -2.323
*
```

Entry 2:
Molecular formula: C4H14N2O
Method: DFT, the ωB97M-V functional and the def2-TZVPD basis

Structure (SMILES) ... NCCCCN.O

The geometry in ORCA input format:
```
! wB97M-V def2-TZVPD RIJCOSX def2/J DEFGRID3
* xyz 0 1
H -0.719 -2.537 0.071
H 1.379 -2.128 -1.093
H -1.701 -0.187 0.895
H 0.851 1.316 -1.150
H 1.702 1.700 0.175
H -0.105 1.789 1.608
H 1.344 -3.674 -0.716
H -1.747 3.853 -2.310
N 1.338 -2.754 -0.304
C 0.296 -0.990 1.087
H 1.320 -0.666 0.826
H 0.356 -0.952 2.175
C -0.708 -0.019 0.479
C -0.273 1.455 0.586
H -0.989 2.863 -1.535
C 0.236 -2.439 0.603
H -1.183 1.974 0.292
N 0.827 1.856 -0.300
O -1.669 2.906 -2.216
H 0.263 -3.152 1.424
H -0.817 -0.213 -0.596
*
```

Respective max |F| values: 0.051; 0.030 Eh/bohr.
Respective E values: -345.48957; -345.53249 hartree.